# C5H32NO10

A 10-piece molecular cluster, C5H32NO10 overall (ωB97M-V/def2-TZVPD, the OMol25 dataset).

Geometry (Å):
C: -1.412 -0.871 -0.470
C: 0.070 -0.407 -0.154
C: 0.987 -0.971 -1.288
C: 2.495 -1.117 -0.910
C: 2.963 -0.994 0.463
O: 2.671 0.376 0.874
N: 0.199 1.112 -0.026
H: -1.919 -0.328 -1.136
H: -2.063 -0.825 0.488
H: -1.341 -1.955 -0.832
H: 0.118 -0.832 0.806
H: 0.862 -0.384 -2.214
H: 0.596 -2.021 -1.592
H: 3.177 -0.332 -1.553
H: 2.994 -2.107 -1.181
H: 2.468 -1.417 1.220
H: 4.076 -1.093 0.689
H: 3.543 0.750 1.279
H: 1.237 1.144 0.232
H: -0.222 1.546 0.727
H: -0.016 1.469 -1.000
H: -1.594 -2.544 -2.335
H: -0.818 -3.458 -3.189
O: -0.889 -2.510 -3.071
H: 0.262 3.729 -2.709
H: -0.459 2.545 -3.414
O: -0.607 3.302 -2.917
H: 1.136 -3.843 2.089
H: 0.293 -2.498 2.131
O: 0.880 -3.168 1.516
H: 0.442 4.784 -0.402
H: -0.582 3.567 -0.125
O: 0.257 3.739 -0.349
H: 2.050 3.418 0.776
H: 1.271 3.773 2.062
O: 1.658 3.048 1.600
H: -4.175 0.015 2.572
H: -3.441 1.196 1.931
O: -3.311 0.413 2.460
H: -0.617 -0.442 4.233
H: -1.704 -0.873 3.374
O: -0.713 -0.850 3.353
H: -2.696 1.451 -1.792
H: -2.423 2.916 -2.163
O: -2.386 2.313 -1.385
H: -0.852 -4.921 -0.280
H: -0.970 -3.590 0.437
O: -1.392 -4.221 -0.180

Total charge ... +1
LUMO energy ... -2.6 eV
ΔE to the lowest compared entry with this formula, charge and spin ... 107.5 kcal per mole
Molecular weight ... 266.31 g/mol